Record 1
C47H39N18RbSe2 as an isolated structure, computed with ωB97M-V/def2-TZVPD.

Positions of all 107 atoms, in Å:
Rb1 0.1202 0.1321 -0.1914
Se1 -2.0540 2.7745 -3.8986
Se2 -1.3165 0.6305 -4.3000
N1 -1.2107 -2.0254 1.3575
N2 -1.1086 -0.6149 3.1772
N3 0.0470 3.1875 2.8718
N4 2.3428 -1.3988 0.9144
N5 4.4791 0.5000 -2.7291
N6 6.0497 1.9701 -3.7180
N7 -2.4899 -0.1370 -1.8635
N8 7.1195 1.8776 -4.5378
N9 -2.4073 -2.4859 3.3676
N10 -2.4827 -4.0137 1.5442
N11 -3.6865 -4.3801 3.4641
N12 -0.0369 2.6850 -1.9168
N13 3.1289 -0.3775 2.8646
N14 1.2665 1.1238 2.5205
N15 -0.7521 -2.6508 -1.2724
N16 -1.2498 2.3918 1.0760
N17 2.3750 0.2096 -2.1417
N18 7.1082 2.8476 -5.3684
C1 -0.4063 4.8533 -2.8442
C2 -2.8242 -3.5972 2.7776
C3 -0.4017 -2.9963 -2.5060
C4 5.9932 3.6193 -5.1172
C5 -1.2858 -3.5850 -0.4875
C6 4.9412 3.3892 4.2869
C7 3.5524 0.6120 -1.7299
C8 -3.5657 2.8468 2.5365
C9 -1.1744 2.8286 2.3344
C10 -2.4934 -0.3928 -3.1583
C11 -4.0360 -2.1864 -2.9117
C12 2.5880 -2.7206 2.8922
C13 -4.0759 -1.9012 -1.5568
C14 -0.5554 -4.2774 -3.0144
C15 3.6384 4.7165 -4.2249
C16 0.5673 5.3909 -2.0158
C17 -1.5811 -1.7341 2.6255
C18 2.0154 -3.7725 0.8234
C19 2.0676 -2.5189 0.2463
C20 5.2964 3.0573 -4.0509
C21 -1.6808 -3.1738 0.9006
C22 -2.4575 2.2262 0.5302
C23 2.3743 2.9969 3.4033
C24 5.5217 4.7692 -5.7607
C25 2.5406 0.7649 2.8935
C26 -1.1102 -5.2441 -2.1919
C27 4.3438 5.3045 -5.2992
C28 3.8789 1.1333 -0.3722
C29 -3.2454 -1.4063 -3.7402
C30 2.2655 -3.8601 2.1911
C31 4.0899 3.5906 -3.5795
C32 3.2678 1.9492 3.4303
C33 5.8402 0.9688 -2.6995
C34 -3.6437 2.4317 1.2081
C35 2.7293 4.2660 3.8174
C36 1.0954 2.4428 2.8745
C37 -1.4891 -4.8949 -0.9063
C38 1.2463 4.5553 -1.1382
C39 4.5664 2.1147 3.8716
C40 2.5384 -0.1658 -3.4577
C41 -3.2933 -0.8587 -1.0841
C42 0.8838 3.2190 -1.1186
C43 4.0359 4.4498 4.2594
C44 -2.3298 3.0611 3.1004
C45 -0.6652 3.4888 -2.7483
C46 2.6361 -1.4914 2.2145
C47 3.8276 0.0060 -3.8415
H1 1.7776 -4.6445 0.2290
H2 4.3561 5.4297 4.5910
H3 -3.2827 -0.6053 -0.0287
H4 -3.8456 -4.1692 4.4323
H5 0.7974 6.4480 -2.0626
H6 -3.2161 -1.5673 -4.8089
H7 -1.3472 -0.4553 4.1405
H8 1.8407 -2.3897 -0.8079
H9 2.7043 5.1581 -3.9031
H10 4.1912 2.1815 -0.4075
H11 -4.6276 -2.9939 -3.3239
H12 2.0118 5.0759 3.7972
H13 -4.4656 3.0180 3.1141
H14 6.0382 1.3753 -1.7087
H15 4.6683 0.5512 0.1060
H16 1.7108 -0.5225 -4.0479
H17 6.0646 5.2042 -6.5882
H18 1.3860 2.5443 -0.4358
H19 -3.8957 -5.2929 3.1056
H20 -4.6886 -2.4778 -0.8774
H21 2.8242 -2.7441 3.9469
H22 -1.9325 -5.6073 -0.2274
H23 0.0317 -2.2080 -3.1153
H24 5.9504 3.5612 4.6397
H25 -1.2450 -6.2581 -2.5459
H26 -0.9421 5.4647 -3.5581
H27 4.3351 -0.1546 -4.7772
H28 3.0027 1.0438 0.2638
H29 -0.2459 -4.5077 -4.0248
H30 2.0024 4.9306 -0.4630
H31 3.9403 6.1902 -5.7713
H32 -2.2166 3.4208 4.1137
H33 -4.5935 2.2801 0.7139
H34 2.2223 -4.8166 2.6978
H35 -0.3373 -0.0769 2.7731
H36 5.2579 1.2826 3.8935
H37 -2.4648 1.9016 -0.5069
H38 3.5249 3.1408 -2.7734
H39 6.5518 0.1709 -2.9066

Calculated values
E_LUMO = -0.2 eV
highest occupied orbital energy = -7.4 eV
gap between HOMO and LUMO = 7.22 eV
energy = -207546.3611 eV

Atom charges from the Mulliken analysis, given in e for atoms 1 to 2: 1.348 -0.032

***

Record 2
C47H40BrF5N4O3P2PbSe as an isolated structure, computed with ωB97M-V/def2-TZVPD.

Positions of all 104 atoms, in Å:
Pb1 -0.8651 -0.6907 -0.0184
Br1 -0.2594 -3.0837 -7.4056
Se1 0.8871 -3.4559 1.7139
P1 1.5219 1.0159 2.4358
P2 -1.0299 1.1707 -2.3277
F1 3.4249 -4.4562 3.2605
F2 3.6598 -5.4226 5.7293
F3 1.4775 -5.6837 7.3367
F4 -0.9672 -4.9144 6.4047
F5 -1.2357 -3.9235 3.9467
O1 3.2775 -1.2091 0.6806
O2 3.0208 -0.7832 -2.3366
O3 0.8069 -1.1934 -2.4323
N1 -1.0917 1.6317 0.6572
N2 3.5655 -2.2227 -6.1707
N3 1.7171 1.6608 -0.9840
N4 3.0631 2.0825 -1.3362
C1 1.7599 3.7640 -4.9470
C2 3.5788 0.3720 4.2329
C3 1.5556 -0.8736 4.5404
C4 2.4924 -2.5868 -6.8682
C5 0.1135 -4.8019 5.6093
C6 2.2509 0.1335 3.8725
C7 -3.3605 -0.6830 0.9930
C8 -0.2378 1.2767 2.9693
C9 -1.3859 3.4088 2.0092
C10 3.2092 5.2929 3.0738
C11 2.8830 3.3365 1.7080
C12 1.0779 -4.1556 3.4551
C13 2.0185 3.3935 3.9434
C14 2.1859 2.7117 2.7379
C15 -2.1501 2.3770 -1.4809
C16 0.3272 3.5479 -3.0212
C17 4.1856 -0.3551 5.2445
C18 1.1789 4.3099 -3.8072
C19 -2.8067 1.3802 -4.5514
C20 1.2173 -2.5506 -6.3315
C21 0.0323 2.2319 -3.3724
C22 -3.6384 0.8587 -5.5299
C23 1.9818 -1.2257 -2.8646
C24 2.5226 4.6722 4.1134
C25 -0.9214 2.1104 1.9261
C26 1.0209 -2.1275 -5.0315
C27 -3.8152 -0.5173 -5.6320
C28 -1.7007 2.6206 -0.0673
C29 -3.1582 -1.3634 -4.7525
C30 -2.1448 0.5396 -3.6559
C31 -0.0029 -4.2946 4.3280
C32 1.4853 2.4485 -5.2906
C33 2.1321 -1.7395 -4.3000
C34 3.3907 4.6222 1.8755
C35 -2.7743 -2.8802 0.7380
C36 2.3066 -4.5533 3.9876
C37 2.4500 -5.0568 5.2669
C38 -1.8934 3.7376 0.7236
C39 -2.9199 -1.8313 1.6752
C40 0.6255 1.6888 -4.5077
C41 -3.1043 -2.3862 -0.5248
C42 1.3484 -5.1896 6.0900
C43 2.1605 -1.5969 5.5611
C44 3.4751 -1.3406 5.9183
C45 -3.4456 -1.0061 -0.3899
C46 3.3762 -1.8073 -4.9163
C47 -2.3279 -0.8353 -3.7700
H1 -2.3501 4.6687 0.4174
H2 3.5998 6.2957 3.2032
H3 -2.6995 -1.8993 2.7312
H4 3.9260 5.0957 1.0610
H5 0.0417 -2.0878 -4.5733
H6 -4.4594 -0.9267 -6.4011
H7 0.4213 0.6593 -4.7788
H8 2.9501 2.6549 -2.1696
H9 -0.7034 0.2876 3.0396
H10 4.2506 -1.5076 -4.3526
H11 3.9485 -1.9191 6.7028
H12 -3.1373 1.9016 -1.4955
H13 -0.3160 1.7480 3.9501
H14 -4.1444 1.5236 -6.2203
H15 2.6506 -2.9191 -7.8882
H16 -0.0818 3.9658 -2.1082
H17 -3.8838 -0.3878 -1.1619
H18 2.4325 4.3584 -5.5538
H19 1.4026 5.3305 -3.5191
H20 2.3830 5.1874 5.0569
H21 5.2209 -0.1600 5.4994
H22 -3.5983 0.2760 1.4315
H23 -1.7966 -1.4950 -3.0928
H24 1.9455 2.0036 -6.1649
H25 0.5437 -1.1253 4.2464
H26 1.4765 2.1213 -0.1109
H27 4.1464 1.1298 3.7056
H28 -2.3686 -3.8564 0.9553
H29 -1.3489 4.0442 2.8829
H30 2.8286 -1.9870 1.0545
H31 3.2108 -1.3322 -0.2804
H32 3.0397 2.8184 0.7657
H33 1.4997 2.9114 4.7643
H34 -2.2363 3.3138 -2.0364
H35 1.7966 0.6743 -0.7444
H36 -3.2828 -2.4365 -4.8323
H37 3.5296 1.2374 -1.6572
H38 1.6053 -2.3796 6.0646
H39 -2.6569 2.4528 -4.4880
H40 -3.0772 -2.9377 -1.4545

Calculated values
E_LUMO = 3.5 eV
highest occupied orbital energy = -2.3 eV
net charge = -2
gap between HOMO and LUMO = 5.82 eV
energy = -234295.0447 eV

Atom charges from the Mulliken analysis, given in e for atoms 1 to 2: 1.229 -0.223

***

Record 3
C47H40I2N4O3STeV as an isolated structure, computed with ωB97M-V/def2-TZVPD.

Positions of all 99 atoms, in Å:
I1 4.6474 1.7215 7.3482
I2 -0.5776 0.9433 4.6756
Te1 -6.1134 1.5739 1.1064
V1 1.9032 0.3805 0.5814
S1 2.5659 -1.9999 -0.0500
O1 0.4998 0.7830 -0.5707
O2 0.3289 3.4372 -2.9301
O3 1.7553 -0.1367 2.3525
N1 1.7086 -4.2917 -0.8724
N2 -2.8207 0.2503 0.6041
N3 1.7268 2.5351 1.0446
N4 3.8942 1.0423 0.9547
C1 -5.7487 -1.4574 1.7792
C2 -2.3174 -0.3196 -2.6264
C3 0.8745 2.3781 -2.7056
C4 2.7731 3.2722 1.4555
C5 1.4106 5.1217 1.8761
C6 -1.6529 -3.0626 -0.1946
C7 1.5604 0.8689 4.5624
C8 -1.5411 -0.1585 -1.4229
C9 -2.7473 -0.2459 -5.0570
C10 -6.3367 -0.5655 0.8554
C11 -0.3412 0.5343 -1.5297
C12 -1.1970 -4.4321 1.7167
C13 4.4131 1.1747 -2.5040
C14 0.5199 3.0556 1.1220
C15 -2.1126 -0.5549 -0.0763
C16 3.6241 1.1862 5.7015
C17 2.3136 2.3010 -2.4409
C18 1.8622 -3.0317 -1.2065
C19 2.9134 3.5237 -2.1926
C20 -4.5980 1.6754 -0.3892
C21 -3.1452 1.6137 0.1559
C22 -1.3083 -3.2701 2.5198
C23 0.3299 4.3924 1.4946
C24 -6.5514 -3.3784 0.5855
C25 2.2132 1.1460 5.7429
C26 4.4494 0.2853 2.1681
C27 -0.8421 1.0401 -3.8631
C28 0.7795 -4.9798 -2.9179
C29 2.2965 0.4588 3.4261
C30 3.0306 1.1101 -2.6059
C31 -1.3281 -4.3151 0.3683
C32 -1.6858 -2.0510 1.9750
C33 -5.8756 -2.8402 1.6663
C34 4.2940 3.6133 -2.0368
C35 1.4837 -2.6846 -2.5541
C36 4.0795 2.5388 1.1453
C37 -6.9533 -1.1599 -0.2779
C38 -7.0674 -2.5266 -0.3699
C39 -0.0485 1.2180 -2.7509
C40 5.0058 2.4476 -2.2622
C41 0.9533 -3.6138 -3.3678
C42 -1.8370 -1.9115 0.5961
C43 4.3670 0.9609 4.5693
C44 2.6796 4.5449 1.8859
C45 -2.0004 0.2021 -3.8496
C46 1.2007 -5.2596 -1.6660
C47 3.7043 0.5762 3.4220
H1 -0.6043 1.6251 -4.7092
H2 -1.0865 -3.3455 3.5876
H3 1.2717 6.0953 2.2913
H4 5.4716 0.6547 2.2446
H5 5.4995 1.0496 4.6046
H6 -7.3753 -0.4880 -1.0915
H7 -7.6397 -2.9274 -1.2272
H8 0.9829 -6.1619 -1.1858
H9 -1.7276 -1.1702 2.6018
H10 4.4451 0.7154 0.1643
H11 1.6925 -1.7236 -2.9146
H12 6.0630 2.4979 -2.4376
H13 3.5979 5.0619 2.1667
H14 4.4917 2.9937 0.2501
H15 2.4479 0.2464 -2.9698
H16 -5.2814 -1.0283 2.6628
H17 -3.5119 -0.8989 -4.7480
H18 -5.4377 -3.4846 2.4716
H19 4.7998 2.6423 1.9750
H20 0.2586 -5.7492 -3.4216
H21 4.8934 4.5240 -1.8730
H22 -2.4584 1.9043 -0.6754
H23 5.0966 0.3200 -2.6663
H24 2.2360 4.3795 -2.1457
H25 0.7113 -3.3547 -4.3798
H26 -0.9925 -5.3689 2.1387
H27 -0.6367 4.8275 1.5861
H28 -4.6930 2.5715 -1.0230
H29 -4.7345 0.8140 -1.0692
H30 -3.0574 2.3259 0.9473
H31 1.7493 1.4740 6.6808
H32 -6.6895 -4.4446 0.5063
H33 -2.0546 -0.8773 -5.6240
H34 1.8898 -4.5463 0.1106
H35 -1.8030 -2.9316 -1.2944
H36 -1.2670 -5.2081 -0.2682
H37 4.5187 -0.7667 1.9503
H38 -3.2155 -0.8910 -2.4936
H39 -3.0186 0.5818 -5.6852
H40 -0.2467 2.4021 0.7964

Calculated values
multiplicity = 3
E_LUMO (alpha / beta) = -3.0 / -2.9 eV
highest occupied orbital energy (alpha / beta) = -9.4 / -9.4 eV
⟨S²⟩ = 2.0126
net charge = +1
gap between HOMO and LUMO (alpha / beta) = 6.37 / 6.50 eV
energy = -121503.7751 eV

Atom charges from the Mulliken analysis, given in e for atoms 1 to 2: 0.130 0.047

***

Record 4
C47H40N8O3PY as an isolated structure, computed with ωB97M-V/def2-TZVPD.

Positions of all 100 atoms, in Å:
Y1 0.3889 -0.3021 0.0702
P1 0.7699 2.7064 -0.4082
O1 0.6164 -3.0975 -0.1432
O2 1.8801 0.3033 1.6073
O3 5.2197 0.0261 4.9374
N1 0.0433 -1.6406 1.8897
N2 1.9642 -0.6274 -3.1972
N3 -1.9052 -0.3845 0.3552
N4 -2.6208 0.1782 -1.8906
N5 -2.1625 -1.1585 2.6275
N6 3.5113 -1.6171 1.2165
N7 2.3550 -1.0545 -0.8531
N8 -0.2264 -0.2601 -2.1571
C1 0.1941 -5.0483 5.0310
C2 -3.9490 -0.0620 1.3668
C3 -0.7910 -0.2675 -6.7178
C4 4.1795 -1.1147 -2.2631
C5 0.5516 -3.4035 3.3300
C6 2.7344 -0.4692 2.2057
C7 3.3416 -2.6026 3.3888
C8 6.8408 -1.6249 -1.7141
C9 1.0800 3.9441 0.9241
C10 -0.6861 -2.8509 3.6605
C11 3.6768 0.2001 3.1122
C12 1.0982 -2.6074 2.1376
C13 3.3984 -1.3863 -0.1168
C14 -2.7996 0.0624 -0.6239
C15 -2.4877 0.0107 -5.0058
C16 -6.2085 0.5181 1.7885
C17 -5.3015 0.7901 -0.4452
C18 1.7921 3.4264 2.1726
C19 2.7352 -0.8916 -2.1997
C20 -2.5657 -0.5569 1.5180
C21 4.3535 -0.4905 4.0391
C22 -6.3560 0.8939 0.4532
C23 1.1931 -3.4692 0.8522
C24 -0.1309 -0.3230 -4.4284
C25 5.0930 -1.0646 -3.3048
C26 -1.4774 -0.1235 -4.0441
C27 6.4243 -1.3225 -3.0138
C28 4.5996 -1.4178 -0.9651
C29 5.4305 1.4253 4.8799
C30 2.3189 2.7155 -1.4103
C31 5.9277 -1.6788 -0.6718
C32 -0.9738 -1.7826 2.6885
C33 -1.4846 -0.0895 -2.6163
C34 -0.5583 3.2136 -2.8829
C35 0.2097 -0.4021 -5.7879
C36 -1.4798 -3.3590 4.6699
C37 0.6298 -0.4113 -3.2273
C38 2.5265 -1.9475 2.3254
C39 2.0428 -4.7045 0.8605
C40 4.1916 -1.9297 4.1588
C41 -4.9991 0.0247 2.2613
C42 -0.3201 3.7464 -1.4708
C43 0.9821 -4.5354 4.0052
C44 -4.0953 0.3142 0.0342
C45 -2.1356 -0.0599 -6.3311
C46 -1.0190 -4.4627 5.3724
C47 3.5870 2.3298 -0.6439
H1 7.8887 -1.8184 -1.5248
H2 -1.1714 2.3160 -2.8699
H3 -3.5141 0.1643 -4.6975
H4 4.7681 -0.8291 -4.3100
H5 5.8298 1.7179 3.9056
H6 1.8518 4.2129 2.9268
H7 -1.6116 -4.8854 6.1728
H8 -7.0519 0.6091 2.4606
H9 3.0040 -4.5127 1.3393
H10 0.1318 4.7424 -1.5096
H11 -2.4377 -2.9021 4.8808
H12 6.1529 1.6577 5.6564
H13 -5.4085 1.0678 -1.4855
H14 1.5294 -5.4913 1.4161
H15 6.2270 -1.9088 0.3430
H16 0.0892 4.3192 1.1954
H17 7.1606 -1.2916 -3.8070
H18 3.9083 3.1335 0.0202
H19 -1.0786 3.9617 -3.4820
H20 2.4322 3.7033 -1.8670
H21 2.8044 3.0984 1.9410
H22 0.5317 -5.9260 5.5666
H23 -1.2728 3.8469 -0.9439
H24 2.2021 -5.0343 -0.1630
H25 4.4002 2.1281 -1.3421
H26 1.2682 2.5724 2.5990
H27 2.1505 2.0032 -2.2238
H28 3.4289 1.4368 -0.0375
H29 -0.5550 -0.3218 -7.7733
H30 4.7946 -2.4340 4.9030
H31 3.2695 -3.6720 3.5058
H32 4.5007 1.9680 5.0668
H33 3.7359 1.2715 2.9985
H34 0.3749 2.9725 -3.3937
H35 -2.8915 0.0408 -7.0995
H36 1.6231 4.7864 0.4853
H37 -4.8729 -0.2841 3.2907
H38 1.9010 -5.0469 3.7573
H39 -7.3132 1.2697 0.1147
H40 1.2382 -0.5656 -6.0840

Calculated values
E_LUMO = -0.9 eV
highest occupied orbital energy = -5.9 eV
gap between HOMO and LUMO = 4.96 eV
energy = -77788.0671 eV

Atom charges from the Mulliken analysis, given in e for atoms 1 to 2: 0.291 1.277